ORCA calculation (wB97M-V/def2-TZVPD) on a structure of composition C12H29MnN4O7P.

Electronic energy = -2712.3492 a.u.
LUMO level (spin up / spin down) = -4.334 / -4.893 eV
Net charge = +1
Energy relative to the best compared isomer or geometry (same formula, charge and spin) = 0.0 kcal per mole
2S+1 = 5
⟨S²⟩ = 6.37

Last column: natural (NBO) charge in e.
Atoms and positions in Å:
O: -2.353 -3.966 -0.971  -0.7299
H: -2.388 -4.863 -1.347  0.4734
Mn: -0.198 0.117 -0.105  1.4478
N: 0.234 0.535 1.743  -0.1911
N: -1.765 -0.495 0.731  -0.1192
N: 1.514 0.677 -0.774  -0.2011
N: -0.341 -0.598 -1.824  -0.1751
O: 1.362 1.054 2.140  -0.5817
O: 2.316 1.594 -0.154  -0.5238
O: -1.440 -1.224 -2.305  -0.4821
O: -2.671 -1.107 0.055  -0.5055
C: -1.975 -0.070 2.016  0.1457
C: -0.842 0.559 2.586  0.1757
C: 1.639 0.584 -2.116  0.2544
C: 0.566 -0.148 -2.715  0.2258
C: -0.790 1.262 3.884  -0.6664
H: -0.547 2.326 3.768  0.2375
H: -0.020 0.824 4.527  0.2618
H: -1.754 1.207 4.395  0.2330
C: -3.329 -0.199 2.594  -0.6633
H: -3.675 -1.239 2.534  0.2641
H: -4.047 0.417 2.034  0.2426
H: -3.350 0.120 3.637  0.2285
C: 2.711 1.270 -2.869  -0.6875
C: 0.404 -0.338 -4.172  -0.6854
H: 3.558 1.482 -2.214  0.2740
H: 2.359 2.222 -3.291  0.2544
H: 3.041 0.638 -3.699  0.2536
H: -0.615 -0.621 -4.434  0.2765
H: 1.081 -1.118 -4.529  0.2641
H: 0.656 0.578 -4.710  0.2443
H: 2.076 1.444 0.834  0.5031
H: -2.055 -1.305 -1.502  0.5211
C: -1.131 -3.846 -0.242  -0.2476
H: -1.323 -3.229 0.642  0.1790
H: -0.368 -3.375 -0.871  0.1470
H: -0.762 -4.843 0.100  0.1803
O: 1.855 -2.092 1.122  -0.9246
H: 2.416 -1.795 0.386  0.4652
H: 1.806 -1.297 1.709  0.4812
C: 0.049 3.908 0.643  -1.0229
P: -1.191 3.293 -0.504  1.9560
C: -2.826 3.716 0.087  -1.0046
C: -0.899 3.991 -2.124  -1.0076
O: -1.181 1.777 -0.637  -1.1606
H: -0.010 5.006 0.631  0.2622
H: 1.055 3.582 0.339  0.2769
H: -0.153 3.544 1.661  0.2688
H: -2.924 4.803 0.189  0.2578
H: -3.550 3.318 -0.637  0.2725
H: -2.987 3.210 1.051  0.2658
H: 0.092 3.669 -2.479  0.2526
H: -1.664 3.592 -2.803  0.2699
H: -0.955 5.086 -2.077  0.2630

Atoms 1-3, force components in eV/Å:
O 0.1 -0.6 -0.1
H 0.0 0.6 0.2
Mn -0.7 0.3 2.5

---

ORCA calculation (wB97M-V/def2-TZVPD) on a structure of composition C12H26AlO4.

Electronic energy = -1016.3544 a.u.
LUMO level = 3.136 eV
Net charge = -1
Energy relative to the best compared isomer or geometry (same formula, charge and spin) = 0.0 kcal per mole

Last column: natural (NBO) charge in e.
Atoms and positions in Å:
C: 3.991 1.218 1.410  -0.6159
C: 3.280 0.765 0.101  -0.1952
C: 4.110 -0.382 -0.585  -0.6143
C: 1.773 0.384 0.264  -0.2620
C: 0.811 1.616 0.076  -0.6154
C: 1.437 -0.423 1.550  -0.0644
O: 0.040 -0.400 1.876  -0.9708
Al: -0.935 -1.506 0.774  2.0293
C: -2.762 -0.597 0.693  -1.0369
C: -2.955 0.401 -0.517  -0.3983
C: -2.919 1.903 -0.054  -0.4247
C: -2.957 2.803 -1.326  -0.0596
O: -1.669 3.044 -1.904  -0.7292
O: -0.170 -2.158 -0.765  -0.9868
C: -0.740 -3.429 -1.024  -0.0794
C: -1.845 -3.727 0.096  -0.0988
O: -1.364 -3.222 1.318  -0.9498
H: 4.107 0.377 2.127  0.2007
H: 3.486 2.038 1.950  0.2098
H: 5.029 1.508 1.134  0.1914
H: 3.307 1.639 -0.589  0.1851
H: 3.591 -1.354 -0.474  0.2206
H: 4.268 -0.122 -1.648  0.2027
H: 5.097 -0.446 -0.083  0.1900
H: 1.533 -0.289 -0.591  0.2237
H: 1.311 2.440 -0.468  0.1920
H: 0.339 1.930 1.022  0.2202
H: -0.019 1.281 -0.578  0.2221
H: 1.969 -0.079 2.459  0.1536
H: 1.719 -1.495 1.401  0.1587
H: -3.565 -1.356 0.780  0.2066
H: -2.828 0.025 1.623  0.2003
H: -2.166 0.185 -1.265  0.1903
H: -3.951 0.260 -0.988  0.1724
H: -3.829 2.080 0.561  0.1919
H: -2.052 2.104 0.602  0.2219
H: -3.417 3.783 -1.069  0.1486
H: -3.588 2.275 -2.072  0.1542
H: -1.721 2.732 -2.802  0.4642
H: -0.997 -3.686 -2.071  0.1439
H: 0.081 -4.130 -0.713  0.1298
H: -2.737 -3.183 -0.317  0.1303
H: -2.095 -4.807 0.085  0.1472

Atoms 1-3, force components in eV/Å:
C 0.3 -0.5 -0.2
C 0.1 0.0 0.1
C -0.2 0.5 0.6

---

ORCA calculation (wB97M-V/def2-TZVPD) on a structure of composition C25H48OP2Re.

Electronic energy = -1816.9360 a.u.
LUMO level (spin up / spin down) = -6.704 / -8.590 eV
Net charge = +2
Energy relative to the best compared isomer or geometry (same formula, charge and spin) = 17.7 kcal per mole
2S+1 = 4
⟨S²⟩ = 3.77

Last column: Mulliken charge in e.
Atoms and positions in Å:
Re: 1.028 0.095 -0.180  -1.2842
C: 1.616 -1.502 -1.412  0.9134
C: 0.550 -0.791 -2.054  0.8792
C: 2.295 0.720 -1.724  0.4804
C: 2.729 -0.590 -1.292  1.2472
C: 0.963 0.574 -2.232  0.7422
C: 1.644 -2.982 -1.210  -1.5191
H: 0.649 -3.391 -1.043  0.3059
H: 2.251 -3.281 -0.362  0.4097
H: 2.049 -3.505 -2.081  0.3567
C: 4.122 -1.029 -0.956  -1.5249
H: 4.143 -2.096 -0.693  0.4340
H: 4.565 -0.479 -0.136  0.2591
H: 4.788 -0.880 -1.826  0.3645
C: 3.055 2.009 -1.782  -1.1998
H: 3.481 2.197 -2.772  0.3641
H: 3.875 2.050 -1.076  0.3296
H: 2.401 2.859 -1.566  0.2027
C: 0.256 1.547 -3.149  -1.3711
H: 0.616 1.430 -4.190  0.3276
H: 0.440 2.593 -2.860  0.4013
H: -0.834 1.382 -3.160  0.2848
C: -0.520 -1.467 -2.860  -1.1867
H: -0.079 -1.949 -3.752  0.3121
H: -1.285 -0.761 -3.217  0.3253
H: -1.036 -2.254 -2.296  0.1631
C: -2.765 -0.885 0.977  0.2707
C: -2.521 -1.807 0.039  0.3255
C: -3.604 -2.346 -0.861  -1.3355
C: -4.173 -1.408 -1.966  -1.2917
C: -3.636 0.003 -2.010  -0.2684
C: -3.918 0.899 -1.058  -0.5050
C: -4.788 0.565 0.127  -1.0400
C: -4.154 -0.350 1.220  -1.2716
H: -4.452 -2.685 -0.236  0.4959
H: -5.267 -1.377 -1.839  0.4458
H: -3.211 -3.254 -1.351  0.4046
H: -4.842 -1.203 1.371  0.4358
H: -2.009 -0.517 1.675  0.2638
H: -1.551 -2.297 -0.081  0.2567
H: -4.146 0.210 2.171  0.3636
H: -5.107 1.509 0.596  0.4152
H: -3.608 1.946 -1.136  0.5446
H: -5.712 0.077 -0.222  0.4059
H: -4.004 -1.874 -2.950  0.3001
H: -3.098 0.286 -2.920  0.9081
P: 1.154 -1.405 2.067  1.2554
C: 2.889 -1.992 2.300  -1.1103
H: 2.977 -2.517 3.260  0.5652
H: 3.566 -1.134 2.301  0.0548
H: 3.191 -2.669 1.494  0.2512
C: 0.849 -0.672 3.724  -1.2053
H: 1.242 -1.323 4.516  0.4943
H: -0.224 -0.526 3.890  0.3882
H: 1.355 0.297 3.776  0.2616
C: 0.304 -3.036 2.226  -1.3701
H: -0.771 -2.897 2.389  0.3735
H: 0.724 -3.610 3.064  0.5202
H: 0.435 -3.625 1.311  0.3248
P: -0.018 2.381 0.820  1.5335
C: -0.622 3.480 -0.522  -1.3234
H: -1.304 4.246 -0.132  0.5201
H: -1.161 2.894 -1.269  0.1130
H: 0.220 3.978 -1.013  0.4262
C: -1.316 2.536 2.109  -1.2504
H: -2.311 2.386 1.674  0.2733
H: -1.288 3.524 2.587  0.4922
H: -1.167 1.784 2.889  0.3041
C: 1.224 3.546 1.553  -1.5486
H: 0.819 4.554 1.702  0.5655
H: 2.088 3.603 0.883  0.2568
H: 1.564 3.137 2.510  0.3595
C: 3.701 1.427 1.654  -1.0352
O: 2.361 0.985 1.588  -0.5177
H: 4.272 1.326 0.708  0.1389
H: 4.254 0.820 2.382  0.3700
H: 3.795 2.507 1.893  0.3779

Atoms 1-3, force components in eV/Å:
Re -0.7 3.4 11.0
C 1.1 -0.7 -1.7
C 0.2 -0.5 -2.3

---

ORCA calculation (wB97M-V/def2-TZVPD) on a cluster of 5 separate species, C10H30O5 in total.

Electronic energy = -774.9880 a.u.
SMILES string = CCO.CCO.CCO.CCO.CCO
LUMO level = 0.678 eV
Energy relative to the best compared isomer or geometry (same formula, charge and spin) = 108.3 kcal per mole

Last column: natural (NBO) charge in e.
Atoms and positions in Å:
C: -1.321 -1.466 -2.467  -0.6477
C: -1.025 -2.722 -1.691  -0.0623
O: -0.985 -2.533 -0.291  -0.7292
H: -0.477 -0.804 -2.271  0.2035
H: -2.214 -1.047 -2.003  0.2186
H: -1.367 -1.520 -3.555  0.2262
H: -0.002 -3.008 -1.935  0.1606
H: -1.731 -3.498 -1.985  0.1669
H: -1.601 -3.150 0.111  0.4809
C: -1.590 3.080 0.491  -0.6500
C: -0.935 4.372 0.937  -0.0601
O: 0.404 4.298 0.690  -0.7156
H: -1.099 2.123 0.669  0.2288
H: -1.741 2.927 -0.577  0.1984
H: -2.604 2.999 0.883  0.2070
H: -0.996 4.574 2.006  0.1683
H: -1.349 5.243 0.430  0.1580
H: 0.628 4.915 -0.010  0.4678
C: -3.027 -0.261 0.845  -0.6449
C: -2.782 0.565 -0.465  -0.0877
O: -3.981 0.658 -1.307  -0.7439
H: -3.381 -1.230 0.494  0.2094
H: -3.761 0.322 1.402  0.2136
H: -2.165 -0.317 1.509  0.2323
H: -1.991 0.186 -1.112  0.1697
H: -2.626 1.618 -0.231  0.1869
H: -3.667 1.188 -2.044  0.4576
C: 4.522 -0.974 0.655  -0.6496
C: 4.852 -2.288 1.458  -0.0505
O: 3.693 -3.057 1.585  -0.7135
H: 3.794 -0.365 1.189  0.2328
H: 4.020 -1.206 -0.285  0.1855
H: 5.383 -0.308 0.593  0.2127
H: 5.316 -2.070 2.420  0.1743
H: 5.569 -2.794 0.812  0.1518
H: 3.754 -3.772 0.947  0.4685
C: -0.214 -0.322 0.560  -0.6380
C: 1.013 0.197 -0.149  -0.0739
O: 2.081 0.223 0.737  -0.7493
H: -0.066 -1.153 1.249  0.2319
H: -0.880 -0.656 -0.236  0.2386
H: -0.699 0.508 1.074  0.1787
H: 1.005 1.202 -0.571  0.1748
H: 1.403 -0.576 -0.811  0.1412
H: 2.844 -0.102 0.253  0.4712

Atoms 1-3, force components in eV/Å:
C 0.3 0.6 0.7
C 0.9 -0.9 -1.1
O -1.0 -1.2 -0.1

---

ORCA calculation (wB97M-V/def2-TZVPD) on a cluster of 2 separate species, CH4N2O2 in total.

Electronic energy = -300.1804 a.u.
LUMO level (spin up / spin down) = 0.428 / -3.994 eV
Energy relative to the best compared isomer or geometry (same formula, charge and spin) = 103.6 kcal per mole
2S+1 = 3
⟨S²⟩ = 2.01

Last column: natural (NBO) charge in e.
Atoms and positions in Å:
C: -0.344 0.248 -0.375  -0.1437
N: 0.888 0.854 0.015  -0.4693
N: -0.636 -0.821 0.584  0.4108
O: 0.250 -1.247 1.260  -0.5104
O: -1.762 -1.180 0.550  -0.4411
H: -1.148 1.090 -0.507  0.2747
H: -0.086 -0.520 -1.619  0.0574
H: 1.496 1.109 -0.747  0.3908
H: 1.341 0.466 0.840  0.4307

Atoms 1-3, force components in eV/Å:
C 0.3 0.7 2.8
N -1.2 -1.4 -1.4
N 0.6 5.8 -3.4

---

ORCA calculation (wB97M-V/def2-TZVPD) on an isolated molecule of C3H5N3.

Electronic energy = -281.3499 a.u.
LUMO level = 0.667 eV
Energy relative to the best compared isomer or geometry (same formula, charge and spin) = 150.7 kcal per mole

Last column: natural (NBO) charge in e.
Atoms and positions in Å:
N: 0.784 0.538 1.726  -0.5944
C: 0.236 0.238 0.376  0.3570
N: 0.845 0.207 -0.747  -0.4209
N: -0.026 -0.237 -1.763  -0.3862
C: -1.231 -0.695 -1.570  -0.1822
C: -0.677 0.222 1.346  -0.2817
H: 1.448 -0.147 2.086  0.3904
H: 1.003 1.494 1.988  0.3971
H: 0.449 -0.132 -2.655  0.3754
H: -1.618 -0.924 -2.581  0.1141
H: -1.255 -0.551 1.827  0.2314

Atoms 1-3, force components in eV/Å:
N 0.5 0.2 0.2
C 0.0 0.0 0.0
N -0.1 0.0 0.3

---

ORCA calculation (wB97M-V/def2-TZVPD) on the ion CH3N2S2 with charge +1.

Electronic energy = -945.4417 a.u.
LUMO level = -7.861 eV
Net charge = +1
Energy relative to the best compared isomer or geometry (same formula, charge and spin) = 19.9 kcal per mole

Last column: natural (NBO) charge in e.
Atoms and positions in Å:
C: -0.854 0.090 -0.128  0.2537
N: 0.009 -0.979 0.082  -0.7090
N: -0.401 1.237 0.092  -0.5871
S: 1.708 -0.972 -0.008  0.8005
S: 2.497 0.781 0.007  0.1978
H: -1.789 -0.369 -0.345  0.2003
H: -0.301 -1.881 0.356  0.4418
H: -0.870 2.093 -0.055  0.4019

Atoms 1-3, force components in eV/Å:
C 0.3 0.8 1.0
N 4.1 0.2 -0.1
N 1.0 -1.1 -0.1

---

ORCA calculation (wB97M-V/def2-TZVPD) on a cluster of 2 separate species, C6H14N2 in total.

Electronic energy = -346.4821 a.u.
SMILES string = [H]/N=C/NC.C/C=C/C
LUMO level = 0.974 eV
Energy relative to the best compared isomer or geometry (same formula, charge and spin) = 28.3 kcal per mole

Last column: natural (NBO) charge in e.
Atoms and positions in Å:
H: -2.934 -0.003 0.941  0.3451
N: -2.129 -0.486 0.557  -0.7276
C: -2.392 -0.980 -0.584  0.2916
N: -1.419 -1.497 -1.397  -0.6194
C: -1.558 -1.366 -2.829  -0.4078
H: -3.387 -1.079 -1.030  0.1417
H: -0.497 -1.477 -0.991  0.3930
H: -0.876 -2.056 -3.324  0.2062
H: -2.562 -1.682 -3.111  0.2002
H: -1.367 -0.362 -3.221  0.1816
C: 0.822 1.187 3.044  -0.6407
C: 1.724 1.021 1.860  -0.1781
C: 1.397 0.708 0.614  -0.2010
C: 2.384 0.646 -0.517  -0.6336
H: 1.006 0.406 3.785  0.2141
H: 1.000 2.159 3.502  0.2094
H: -0.231 1.133 2.762  0.2197
H: 2.778 1.215 2.067  0.1772
H: 0.351 0.596 0.335  0.2069
H: 3.405 0.782 -0.162  0.2087
H: 2.173 1.436 -1.243  0.2102
H: 2.309 -0.301 -1.058  0.2026

Atoms 1-3, force components in eV/Å:
H -0.2 -0.5 0.2
N 0.1 0.4 -0.2
C 0.2 0.1 -0.1

---

Question: energy relative to the best compared isomer or geometry (same formula, charge and spin) of number 7 (CH3N2S2)?
Answer: 19.9 kcal per mole